## w
Entry from OMol25: an isolated ion of composition C3H7N4 and charge +1 (the ωB97M-V functional and the def2-TZVPD basis).

Summary:
Total charge: +1
Lowest unoccupied orbital energy: -3.945 eV
Highest occupied orbital energy: -13.18 eV
2S+1: 1
Structure (SMILES): [NH2+]=C1CNN=CN1

Atoms and positions in Å:
C  -1.63867  -0.78959  0.98265
N  0.24121  -0.24308  2.16928
N  0.43258  0.56240  -1.73511
C  0.88955  -0.03319  0.71439
H  1.55499  0.82964  0.73738
N  -1.03433  -0.58143  2.06856
C  -0.01488  0.02653  -0.63433
H  -2.63785  -1.18577  1.02301
H  1.39111  0.87400  -1.80238
N  -1.19333  -0.48691  -0.36754
H  0.42774  0.48976  2.84381
H  1.49852  -0.93339  0.59648
H  -1.91648  -0.57989  -1.07399
H  -0.14211  0.62637  -2.56715

These are the natural (NBO) partial charges, in e, on atoms 1 to 4:
1 C 0.134
2 N -0.365
3 N -0.710
4 C -0.336



## x
Entry from OMol25: an isolated ion of composition C3H7N4 and charge +1 (the ωB97M-V functional and the def2-TZVPD basis).

Summary:
Total charge: +1
Lowest unoccupied orbital energy: -3.686 eV
Highest occupied orbital energy: -13.68 eV
2S+1: 1
Structure (SMILES): [NH3+]Cc1cn[nH]n1

Atoms and positions in Å:
H  1.36668  -1.30282  -0.84195
H  -2.59359  1.79350  0.03786
H  1.32161  -1.21678  0.92987
C  -0.31290  -0.28005  -0.01873
H  2.71739  0.60097  0.60445
N  1.90566  0.61019  -0.01907
C  -1.71943  -1.15551  -0.01042
H  1.21688  1.33615  0.26761
N  -2.05448  0.94035  0.00598
N  -2.62183  -0.24682  0.00125
H  -1.83269  -2.21144  -0.00395
H  2.22099  0.84730  -0.96623
N  -0.72713  0.95110  0.00372
C  1.11283  -0.66615  0.00963

These are the natural (NBO) partial charges, in e, on atoms 1 to 4:
1 H 0.255
2 H 0.428
3 H 0.253
4 C 0.067



Winner for stability: x



## w
Entry from OMol25: an isolated ion of composition C3H7N4 and charge +1 (the ωB97M-V functional and the def2-TZVPD basis).

Summary:
Total charge: +1
Lowest unoccupied orbital energy: -3.583 eV
Highest occupied orbital energy: -13.77 eV
2S+1: 1
Structure (SMILES): C/N=C/NN=C=[NH2+]

Atoms and positions in Å:
H  2.42724  -1.95664  0.36573
N  -1.37556  0.79794  -0.73984
N  -0.76848  -0.07887  -1.50167
C  -1.62610  1.15834  0.33559
H  2.19990  -0.59992  1.49937
N  1.04972  -0.36443  -0.09066
H  3.13363  -0.56181  -0.11798
C  2.23841  -0.85711  0.40163
N  -2.19473  1.60149  1.35501
H  -1.34018  -0.16931  -2.41356
C  0.43190  -0.78863  -1.06608
H  0.51650  -1.67689  -1.64676
H  -2.97375  1.15441  1.75417
H  -1.71850  2.34142  1.86504

These are the natural (NBO) partial charges, in e, on atoms 1 to 4:
1 H 0.202
2 N -0.091
3 N -0.424
4 C 0.652



## x
Entry from OMol25: an isolated ion of composition C3H7N4 and charge +1 (the ωB97M-V functional and the def2-TZVPD basis).

Summary:
Total charge: +1
Lowest unoccupied orbital energy: -5.976 eV
Highest occupied orbital energy: -15.09 eV
2S+1: 1
Structure (SMILES): [H]/N=C/N=N\C(C)=[NH2+]

Atoms and positions in Å:
N  1.27993  -0.68629  -0.09730
C  0.50604  1.59251  -0.34267
N  0.92661  -1.66581  -0.74637
C  0.44976  0.32173  0.41615
N  0.04093  0.22817  1.70079
H  0.15591  -0.59495  2.17798
H  -2.04275  -0.36030  -0.66512
C  -0.42834  -1.76642  -0.90161
H  1.24135  2.33121  -0.03093
H  -0.53259  1.84408  -0.28811
H  0.67870  1.27988  -1.39031
N  -1.09315  -0.72923  -0.53828
H  -0.44917  0.92550  2.13739
H  -0.73322  -2.72008  -1.43161

These are the natural (NBO) partial charges, in e, on atoms 1 to 4:
1 N -0.059
2 C -0.673
3 N -0.088
4 C 0.543



Winner for stability: x